The following is a quantum chemistry calculation of one molecule with the formula C29H40BrN3O3 at a distorted geometry, from the OMol25 dataset.

Atoms and positions in Å:
1 O -3.386 0.690 -2.548
2 C -2.312 1.199 -2.813
3 C -1.977 1.707 -4.213
4 C -1.026 0.721 -4.935
5 C -1.897 0.022 -5.978
6 C -2.862 1.119 -6.413
7 C -3.240 1.779 -5.090
8 N -1.353 1.337 -1.865
9 C -0.022 1.876 -2.011
10 C 1.042 0.835 -1.645
11 C 0.811 0.274 -0.235
12 C 1.867 -0.797 0.112
13 C 1.733 -2.132 -0.623
14 C 2.953 -3.045 -0.418
15 C 2.310 -4.206 0.308
16 C 3.012 -5.379 0.789
17 C 2.309 -6.397 1.440
18 C 2.971 -7.519 1.898
19 C 4.339 -7.651 1.721
20 C 5.029 -6.639 1.077
21 Br 6.913 -6.804 0.824
22 C 4.388 -5.507 0.609
23 N 1.054 -4.048 0.463
24 O 0.625 -2.885 -0.072
25 C 1.054 1.412 0.780
26 O 1.664 2.422 0.493
27 N 0.606 1.166 2.027
28 C 0.674 2.153 3.081
29 C -0.628 2.952 3.228
30 C -0.447 4.055 4.272
31 C -1.726 4.873 4.427
32 C -2.892 3.972 4.819
33 C -3.082 2.872 3.779
34 C -1.803 2.054 3.623
35 C -0.624 -0.263 -0.177
36 C -1.612 0.848 -0.526
37 H -1.522 2.696 -4.127
38 H -0.223 1.271 -5.431
39 H -0.576 0.008 -4.245
40 H -2.456 -0.789 -5.509
41 H -1.311 -0.385 -6.801
42 H -3.729 0.732 -6.945
43 H -2.347 1.831 -7.062
44 H -3.587 2.803 -5.218
45 H -4.029 1.208 -4.599
46 H 0.150 2.214 -3.030
47 H 0.087 2.735 -1.339
48 H 2.019 1.316 -1.690
49 H 1.017 0.023 -2.374
50 H 2.851 -0.379 -0.110
51 H 1.826 -1.012 1.184
52 H 1.514 -1.977 -1.684
53 H 3.403 -3.364 -1.359
54 H 3.720 -2.570 0.196
55 H 1.245 -6.284 1.570
56 H 2.423 -8.303 2.399
57 H 4.862 -8.526 2.077
58 H 4.956 -4.738 0.110
59 H 0.059 0.341 2.207
60 H 1.490 2.832 2.822
61 H 0.913 1.647 4.021
62 H -0.848 3.417 2.261
63 H 0.377 4.708 3.976
64 H -0.188 3.602 5.232
65 H -1.580 5.646 5.185
66 H -1.954 5.370 3.482
67 H -3.807 4.562 4.907
68 H -2.690 3.520 5.793
69 H -3.904 2.217 4.073
70 H -3.342 3.323 2.819
71 H -1.963 1.284 2.864
72 H -1.573 1.557 4.569
73 H -0.865 -0.693 0.796
74 H -0.733 -1.067 -0.906
75 H -2.637 0.475 -0.505
76 H -1.515 1.682 0.181

Properties
**Multiplicity**: 1
**Orbital gap**: 9.08 eV
**Strongest force on any atom**: 1.08 eV Å⁻¹
**LUMO**: 0.296 eV

Here are the Löwdin charges for atoms 1 to 4, given in e: number 1, O, carries 0.05; number 2, C, carries -0.41; number 3, C, carries -0.22; number 4, C, carries -0.15

The following is a quantum chemistry calculation of a 29-piece molecular cluster, H58O29 overall at a distorted geometry, from the OMol25 dataset.

Atoms and positions in Å:
1 O -1.900 -0.876 2.854
2 H -1.442 -0.665 2.030
3 H -2.726 -0.370 2.848
4 O 2.804 1.926 4.207
5 H 2.217 1.201 3.973
6 H 2.438 2.693 3.708
7 O -1.135 -3.893 2.956
8 H -1.943 -3.971 2.437
9 H -1.385 -3.362 3.732
10 O 1.252 4.505 -0.080
11 H 1.029 3.608 -0.438
12 H 2.070 4.699 -0.535
13 O -4.186 -3.066 -1.907
14 H -5.110 -3.299 -1.948
15 H -4.069 -2.321 -1.296
16 O 1.024 -4.572 -3.432
17 H 0.064 -4.511 -3.245
18 H 1.129 -4.252 -4.323
19 O 0.231 -2.628 -0.971
20 H 1.000 -3.152 -1.260
21 H -0.501 -3.177 -1.284
22 O -3.584 1.336 1.764
23 H -4.256 2.031 1.800
24 H -2.755 1.768 2.010
25 O 1.370 -4.163 1.534
26 H 1.147 -3.252 1.289
27 H 0.868 -4.325 2.352
28 O 3.241 -0.787 1.211
29 H 3.804 -1.539 1.400
30 H 2.709 -0.578 1.997
31 O -0.054 -0.480 5.284
32 H -0.050 0.359 5.749
33 H -0.918 -0.491 4.844
34 O -1.051 2.564 2.233
35 H -0.461 1.802 2.307
36 H -0.624 3.144 2.878
37 O 1.770 4.749 -3.656
38 H 1.145 4.114 -3.313
39 H 2.156 4.270 -4.398
40 O -1.850 0.846 -2.581
41 H -1.666 0.136 -3.225
42 H -2.591 1.383 -2.898
43 O -4.012 -0.812 -0.302
44 H -3.797 -0.214 -1.018
45 H -3.815 -0.236 0.462
46 O -1.209 6.120 -0.057
47 H -1.191 6.778 0.643
48 H -0.470 5.484 0.114
49 O 2.454 -0.094 -1.613
50 H 2.900 -0.925 -1.796
51 H 2.579 -0.006 -0.666
52 O 1.431 4.139 2.796
53 H 1.505 4.310 1.831
54 H 1.505 5.006 3.194
55 O 4.707 2.901 -1.717
56 H 5.648 2.718 -1.525
57 H 4.269 2.049 -1.669
58 O -1.221 -4.819 0.034
59 H -0.942 -5.577 -0.452
60 H -0.434 -4.621 0.570
61 O 0.736 0.425 2.707
62 H 0.426 -0.157 3.448
63 H 0.461 0.106 1.845
64 O -0.296 -0.051 0.296
65 H -0.122 -0.684 -0.403
66 H -0.589 0.773 -0.109
67 O -0.493 -1.542 -3.959
68 H 0.390 -1.407 -4.332
69 H -0.230 -1.914 -3.107
70 O -2.764 3.618 0.089
71 H -2.059 3.216 0.621
72 H -2.616 4.563 0.241
73 O 3.087 -2.887 -1.965
74 H 3.673 -3.498 -1.510
75 H 2.728 -3.412 -2.689
76 O -1.764 -4.105 -2.949
77 H -1.904 -3.685 -3.794
78 H -2.620 -3.989 -2.488
79 O 0.889 2.166 -1.712
80 H 0.000 2.096 -2.090
81 H 1.274 1.306 -1.897
82 O 4.500 -3.436 1.539
83 H 3.720 -3.758 2.028
84 H 5.275 -3.741 2.014
85 O -3.926 3.253 -2.559
86 H -3.539 3.268 -1.651
87 H -3.354 3.869 -3.053

Properties
**Multiplicity**: 1
**Orbital gap**: 10.35 eV
**Strongest force on any atom**: 1.53 eV Å⁻¹
**LUMO**: 0.005 eV

Here are the Löwdin charges for atoms 1 to 4, given in e: number 1, O, carries -0.05; number 2, H, carries 0.01; number 3, H, carries 0.04; number 4, O, carries -0.08

The following is a quantum chemistry calculation of a 8-piece molecular cluster, C24H72O32P8 overall at a distorted geometry, from the OMol25 dataset.

Atoms and positions in Å:
1 C 20.612 4.249 -25.501
2 O 20.875 5.397 -24.625
3 P 20.901 5.118 -23.005
4 O 21.641 6.158 -22.342
5 O 19.293 5.012 -22.623
6 C 18.922 5.429 -21.331
7 O 21.435 3.614 -22.808
8 C 21.416 3.080 -21.534
9 H 20.494 3.276 -25.024
10 H 21.512 3.973 -26.051
11 H 19.813 4.610 -26.149
12 H 18.474 6.422 -21.357
13 H 19.620 5.368 -20.496
14 H 18.137 4.740 -21.019
15 H 21.375 3.935 -20.859
16 H 22.347 2.651 -21.164
17 H 20.544 2.429 -21.472
18 C 21.934 9.302 -20.761
19 O 21.719 10.308 -19.751
20 P 22.079 9.789 -18.229
21 O 23.104 8.761 -18.001
22 O 20.567 9.265 -17.612
23 C 19.366 9.826 -18.075
24 O 22.382 11.149 -17.425
25 C 23.729 11.520 -16.964
26 H 22.997 9.343 -20.996
27 H 21.353 9.387 -21.679
28 H 21.759 8.263 -20.482
29 H 18.597 9.460 -17.394
30 H 18.872 9.416 -18.956
31 H 19.443 10.910 -18.157
32 H 23.657 11.776 -15.907
33 H 24.058 12.358 -17.580
34 H 24.463 10.722 -17.070
35 C 16.214 9.125 -15.138
36 O 15.714 8.372 -16.216
37 P 15.506 9.201 -17.568
38 O 16.034 10.523 -17.545
39 O 14.002 9.077 -17.884
40 C 13.568 9.680 -19.134
41 O 16.209 8.401 -18.756
42 C 16.058 6.951 -18.803
43 H 17.296 9.246 -15.185
44 H 15.879 8.766 -14.165
45 H 15.804 10.128 -15.255
46 H 13.039 10.591 -18.855
47 H 12.854 9.011 -19.614
48 H 14.359 9.974 -19.824
49 H 16.615 6.477 -17.994
50 H 16.470 6.568 -19.737
51 H 15.026 6.610 -18.727
52 C 7.641 4.124 -19.375
53 O 7.615 5.216 -20.254
54 P 8.727 5.451 -21.417
55 O 8.993 4.245 -22.201
56 O 8.157 6.721 -22.225
57 C 7.540 6.497 -23.522
58 O 9.977 6.186 -20.619
59 C 9.836 7.528 -20.020
60 H 7.064 3.301 -19.797
61 H 7.181 4.401 -18.426
62 H 8.607 3.744 -19.042
63 H 6.516 6.865 -23.594
64 H 7.583 5.494 -23.947
65 H 8.084 7.194 -24.159
66 H 8.816 7.900 -20.115
67 H 10.499 8.211 -20.552
68 H 9.953 7.475 -18.938
69 C 13.088 5.709 -14.332
70 O 12.588 5.136 -15.564
71 P 11.469 5.903 -16.409
72 O 10.038 5.870 -16.043
73 O 12.174 7.358 -16.496
74 C 11.412 8.528 -16.004
75 O 11.832 5.417 -17.901
76 C 11.629 4.061 -18.245
77 H 12.426 6.491 -13.960
78 H 13.985 6.328 -14.354
79 H 13.221 4.826 -13.708
80 H 11.690 8.735 -14.971
81 H 10.335 8.369 -16.030
82 H 11.604 9.407 -16.621
83 H 12.595 3.675 -18.568
84 H 10.783 3.962 -18.925
85 H 11.438 3.429 -17.377
86 C 15.000 10.407 -9.481
87 O 14.419 10.691 -10.767
88 P 13.635 9.674 -11.678
89 O 14.218 8.304 -11.977
90 O 12.070 9.715 -11.183
91 C 11.569 10.817 -10.410
92 O 13.362 10.488 -13.070
93 C 13.855 11.871 -13.380
94 H 16.083 10.285 -9.502
95 H 14.519 9.485 -9.156
96 H 14.691 11.220 -8.823
97 H 12.329 11.597 -10.444
98 H 11.225 10.415 -9.456
99 H 10.746 11.327 -10.910
100 H 12.997 12.493 -13.631
101 H 14.490 11.786 -14.262
102 H 14.305 12.168 -12.433
103 C 18.005 9.491 -11.932
104 O 18.538 9.509 -10.615
105 P 19.211 10.887 -10.045
106 O 18.315 12.065 -9.946
107 O 19.845 10.514 -8.620
108 C 19.507 9.469 -7.760
109 O 20.580 11.099 -10.974
110 C 21.513 10.020 -11.088
111 H 18.734 9.458 -12.741
112 H 17.302 10.290 -12.168
113 H 17.545 8.507 -12.019
114 H 18.559 9.052 -8.098
115 H 19.409 9.957 -6.791
116 H 20.356 8.810 -7.946
117 H 22.465 10.513 -11.284
118 H 21.171 9.298 -11.829
119 H 21.677 9.352 -10.243
120 C 9.455 11.386 -19.623
121 O 9.120 11.832 -20.856
122 P 10.256 11.706 -22.001
123 O 11.540 11.058 -21.575
124 O 9.416 10.982 -23.196
125 C 9.169 9.604 -23.216
126 O 10.334 13.295 -22.524
127 C 11.462 13.810 -23.173
128 H 10.162 10.563 -19.521
129 H 8.640 11.207 -18.922
130 H 10.013 12.197 -19.153
131 H 9.708 9.108 -24.024
132 H 8.105 9.415 -23.364
133 H 9.426 9.022 -22.331
134 H 12.474 13.428 -23.044
135 H 11.410 14.897 -23.220
136 H 11.169 13.592 -24.201

Properties
**Multiplicity**: 1
**Orbital gap**: 10.60 eV
**Strongest force on any atom**: 4.30 eV Å⁻¹
**LUMO**: 0.503 eV

Here are the Löwdin charges for atoms 1 to 4, given in e: number 1, C, carries -0.09; number 2, O, carries -0.21; number 3, P, carries 0.45; number 4, O, carries -0.20

The following is a quantum chemistry calculation of a 3-piece molecular cluster, C31H26O4S2Si overall, from the OMol25 dataset.

Atoms and positions in Å:
1 O -5.059 4.311 -3.614
2 C -4.924 3.199 -3.147
3 C -5.853 2.097 -3.517
4 C -6.873 2.347 -4.428
5 C -7.727 1.325 -4.806
6 C -7.567 0.048 -4.277
7 C -6.561 -0.203 -3.360
8 C -5.704 0.820 -2.973
9 C -4.638 0.535 -1.973
10 O -4.541 -0.562 -1.463
11 C -3.696 1.631 -1.620
12 C -2.673 1.377 -0.715
13 C -1.771 2.378 -0.393
14 C -1.887 3.636 -0.976
15 C -2.912 3.897 -1.871
16 C -3.822 2.898 -2.194
17 H -6.990 3.341 -4.838
18 H -8.519 1.522 -5.517
19 H -8.230 -0.751 -4.582
20 H -6.435 -1.192 -2.942
21 H -2.586 0.398 -0.265
22 H -0.972 2.182 0.309
23 H -1.176 4.414 -0.730
24 H -3.009 4.874 -2.323
25 O 4.515 1.454 0.959
26 C 4.864 0.425 0.418
27 C 6.213 0.300 -0.194
28 C 7.092 1.374 -0.124
29 C 8.363 1.263 -0.662
30 C 8.763 0.079 -1.273
31 C 7.887 -0.991 -1.357
32 C 6.609 -0.883 -0.823
33 C 5.675 -2.036 -0.937
34 O 6.000 -3.046 -1.526
35 C 4.332 -1.919 -0.305
36 C 3.456 -2.997 -0.369
37 C 2.213 -2.913 0.235
38 C 1.840 -1.753 0.906
39 C 2.706 -0.673 0.965
40 C 3.953 -0.750 0.357
41 H 6.777 2.291 0.355
42 H 9.047 2.100 -0.604
43 H 9.759 -0.009 -1.684
44 H 8.190 -1.912 -1.835
45 H 3.754 -3.896 -0.889
46 H 1.534 -3.754 0.188
47 H 0.871 -1.696 1.386
48 H 2.422 0.233 1.484
49 S -1.010 0.873 2.398
50 C -0.910 -0.069 3.974
51 C -2.035 -1.111 4.117
52 C -1.542 -2.564 4.083
53 Si -0.294 -3.005 5.435
54 S 1.698 -3.293 4.621
55 H 0.037 0.362 1.722
56 H -1.010 0.675 4.757
57 H 0.082 -0.509 3.997
58 H -2.626 -0.914 5.009
59 H -2.722 -0.978 3.281
60 H -1.143 -2.839 3.107
61 H -2.415 -3.209 4.229
62 H -0.198 -1.919 6.431
63 H -0.612 -4.298 6.071
64 H 1.991 -2.014 4.308

Properties
**Multiplicity**: 1
**Orbital gap**: 8.38 eV
**Strongest force on any atom**: 0.69 eV Å⁻¹
**LUMO**: -1.050 eV

Here are the Löwdin charges for atoms 1 to 4, given in e: number 1, O, carries 0.11; number 2, C, carries -0.28; number 3, C, carries -0.08; number 4, C, carries 0.00

The following is a quantum chemistry calculation of one molecule with the formula C2H8N4S at a distorted geometry, from the OMol25 dataset.

Atoms and positions in Å:
1 H -1.624 -0.278 -0.369
2 N -1.010 0.043 -1.176
3 C 0.108 0.492 -0.722
4 N 1.090 0.834 -1.683
5 S 0.774 0.399 -3.362
6 N 0.618 0.609 0.562
7 N -0.111 0.232 1.729
8 C -0.288 -1.215 1.819
9 H 1.436 1.829 -1.536
10 H -0.546 0.578 -3.258
11 H 1.594 0.609 0.668
12 H -1.032 0.691 1.762
13 H -0.705 -1.653 0.939
14 H 0.692 -1.737 1.996
15 H -0.998 -1.433 2.631

Properties
**Multiplicity**: 1
**Orbital gap**: 9.64 eV
**Strongest force on any atom**: 2.71 eV Å⁻¹
**LUMO**: 0.815 eV

Here are the Löwdin charges for atoms 1 to 4, given in e: number 1, H, carries 0.06; number 2, N, carries 0.07; number 3, C, carries -0.59; number 4, N, carries -0.39

The following is a quantum chemistry calculation of a 2-piece molecular cluster, C9H14 overall at a distorted geometry, from the OMol25 dataset.

Atoms and positions in Å:
1 C 0.820 -1.530 -1.499
2 C -0.461 -0.940 -1.046
3 C -0.888 0.298 -1.577
4 C -1.995 0.976 -0.979
5 C -2.672 0.389 0.086
6 C -2.222 -0.836 0.548
7 C -1.094 -1.422 0.090
8 H 1.063 -2.590 -1.133
9 H 1.842 -1.129 -1.339
10 H 0.801 -1.726 -2.648
11 H -0.553 0.752 -2.533
12 H -2.239 1.987 -1.388
13 H -3.580 0.837 0.401
14 H -2.644 -1.347 1.359
15 H -0.579 -2.298 0.605
16 C 2.361 0.984 0.890
17 C 1.353 1.151 1.966
18 H 2.822 0.033 0.532
19 H 1.766 1.196 0.059
20 H 3.265 1.592 1.049
21 H 0.947 2.192 2.061
22 H 1.590 0.714 2.959
23 H 0.297 0.715 1.539

Properties
**Multiplicity**: 1
**Orbital gap**: 10.15 eV
**Strongest force on any atom**: 4.70 eV Å⁻¹
**LUMO**: 1.056 eV

Here are the Löwdin charges for atoms 1 to 4, given in e: number 1, C, carries -0.09; number 2, C, carries -0.31; number 3, C, carries -0.04; number 4, C, carries -0.08

Computed HOMO energy (eV) in order:
-8.79, -10.34, -10.10, -9.43, -8.82, -9.09